No. 1
Here is an isolated molecule of C21H28N4O4 from OMol25. Energies are from ωB97M-V/def2-TZVPD.

XYZ file:
```
57
Properties=species:S:1:pos:R:3:nbo_charge:R:1
C -1.703 -0.653 1.959 -0.61
C -3.045 -0.918 1.280 -0.22
C -4.213 -0.530 2.187 -0.40
C -5.552 -0.826 1.519 -0.40
C -5.665 -0.079 0.194 -0.40
C -4.509 -0.449 -0.730 -0.39
C -3.148 -0.174 -0.067 0.03
N -2.875 1.239 0.039 -0.64
C -1.869 1.659 -0.758 0.80
O -1.458 2.774 -0.925 -0.60
N -1.362 0.502 -1.386 -0.47
C -0.285 0.552 -2.349 -0.33
C 1.084 0.155 -1.765 0.67
O 2.078 0.806 -1.975 -0.58
N 1.016 -0.971 -1.014 -0.65
C 2.110 -1.592 -0.372 0.08
C 2.208 -2.972 -0.493 -0.21
C 3.274 -3.664 0.045 -0.24
C 4.262 -2.961 0.712 -0.21
C 4.152 -1.595 0.878 -0.26
C 3.065 -0.872 0.372 0.25
N 2.954 0.496 0.564 -0.45
C 1.760 1.045 1.174 -0.25
C 1.604 2.514 0.772 -0.08
O 2.746 3.255 1.134 -0.52
C 3.882 2.722 0.495 -0.07
C 4.125 1.268 0.914 -0.24
C -2.037 -0.614 -1.011 0.73
O -1.787 -1.746 -1.366 -0.62
H -1.547 0.413 2.113 0.21
H -1.673 -1.147 2.927 0.22
H -0.885 -1.043 1.357 0.21
H -3.115 -1.985 1.048 0.22
H -4.137 -1.091 3.121 0.22
H -4.148 0.532 2.436 0.19
H -6.369 -0.534 2.180 0.21
H -5.634 -1.899 1.336 0.20
H -6.608 -0.328 -0.296 0.22
H -5.664 0.998 0.377 0.19
H -4.553 -1.512 -0.976 0.22
H -4.574 0.118 -1.661 0.22
H -3.455 1.881 0.549 0.42
H -0.523 -0.122 -3.177 0.23
H -0.216 1.580 -2.712 0.26
H 0.206 -1.568 -1.154 0.43
H 1.439 -3.498 -1.042 0.21
H 3.339 -4.735 -0.068 0.21
H 5.113 -3.481 1.127 0.21
H 4.913 -1.078 1.440 0.21
H 0.882 0.481 0.868 0.21
H 1.844 0.988 2.274 0.18
H 0.758 2.969 1.289 0.19
H 1.446 2.583 -0.312 0.19
H 4.724 3.352 0.786 0.19
H 3.747 2.754 -0.595 0.18
H 4.987 0.884 0.368 0.21
H 4.327 1.237 1.998 0.17
```

The charge is 0. The calculation puts the energy at -1337.0963 hartree. Its HOMO energy is -7.60 eV. The structure (SMILES) is C[C@H]1CCCC[C@@]12NC(=O)N(CC(=O)Nc1ccccc1N1CCOCC1)C2=O. Its energy above the lowest of the compared OMol25 structures with the same formula, charge and spin is 1.293 eV.


No. 2
Here is an isolated molecule of C21H28N4OS from OMol25. Energies are from ωB97M-V/def2-TZVPD.

XYZ file:
```
55
Properties=species:S:1:pos:R:3:nbo_charge:R:1
C -7.533 -0.802 1.203 -0.62
C -6.139 -0.501 0.743 -0.04
C -5.812 0.725 0.181 -0.20
C -4.528 1.004 -0.252 -0.24
C -3.527 0.048 -0.118 0.22
N -2.215 0.224 -0.552 -0.66
C -1.497 1.362 -0.723 0.31
S -1.986 2.871 -0.252 -0.25
N -0.276 1.173 -1.309 -0.45
C 0.730 2.215 -1.232 -0.21
C 1.232 2.452 0.199 -0.44
C 1.744 1.200 0.916 -0.21
N 3.195 1.112 0.976 -0.44
C 3.823 0.979 -0.327 -0.26
C 5.341 0.929 -0.158 -0.07
O 5.734 -0.144 0.664 -0.53
C 5.128 -0.027 1.930 -0.07
C 3.605 0.000 1.817 -0.25
C -0.052 0.055 -2.208 -0.25
C 0.580 -1.140 -1.534 0.22
C 1.828 -1.626 -1.908 -0.25
C 2.366 -2.696 -1.209 -0.15
C 1.640 -3.246 -0.164 -0.26
C 0.393 -2.711 0.118 0.06
N -0.120 -1.693 -0.548 -0.47
C -3.853 -1.195 0.427 -0.26
C -5.137 -1.460 0.852 -0.19
H -8.020 -1.487 0.508 0.22
H -8.127 0.106 1.261 0.21
H -7.520 -1.277 2.183 0.21
H -6.574 1.483 0.076 0.21
H -4.306 1.964 -0.685 0.24
H -1.651 -0.631 -0.525 0.44
H 1.554 1.927 -1.886 0.19
H 0.301 3.156 -1.600 0.23
H 0.401 2.867 0.770 0.25
H 2.021 3.204 0.177 0.22
H 1.310 0.299 0.450 0.16
H 1.400 1.223 1.953 0.20
H 3.567 1.844 -0.939 0.20
H 3.487 0.059 -0.840 0.17
H 5.832 0.775 -1.121 0.19
H 5.683 1.878 0.281 0.17
H 5.457 -0.890 2.511 0.19
H 5.467 0.898 2.420 0.17
H 3.171 0.130 2.810 0.21
H 3.255 -0.966 1.404 0.16
H 0.588 0.391 -3.028 0.21
H -1.016 -0.249 -2.633 0.23
H 2.365 -1.176 -2.729 0.22
H 3.339 -3.085 -1.468 0.23
H 2.028 -4.071 0.413 0.23
H -0.225 -3.106 0.914 0.20
H -3.084 -1.950 0.516 0.21
H -5.370 -2.426 1.277 0.21
```

The charge is 0. The calculation puts the energy at -1509.4659 hartree. Its HOMO energy is -7.68 eV. The structure (SMILES) is Cc1ccc(NC(=S)N(CCCN2CCOCC2)Cc2ccccn2)cc1. Its energy above the lowest of the compared OMol25 structures with the same formula, charge and spin is 1.228 eV.


No. 3
Here is an isolated molecule of C21H28N6O5 from OMol25. Energies are from ωB97M-V/def2-TZVPD.

XYZ file:
```
60
Properties=species:S:1:pos:R:3:nbo_charge:R:1
C 5.302 2.124 -1.062 -0.64
C 4.647 1.963 0.309 -0.06
O 3.502 2.774 0.487 -0.53
C 2.331 2.342 -0.155 -0.07
C 1.576 1.269 0.662 -0.25
N 0.595 0.609 -0.156 -0.31
C 0.733 -0.446 -1.000 0.39
C 1.934 -1.339 -1.062 -0.25
N 1.872 -2.574 -0.301 -0.44
C 1.631 -2.447 1.129 -0.22
C 0.243 -2.975 1.544 -0.24
N -0.702 -2.759 0.481 -0.43
C -1.841 -2.030 0.514 0.65
O -2.702 -2.165 -0.346 -0.64
C -2.027 -1.013 1.560 0.14
C -3.185 -0.325 1.826 -0.24
C -2.862 0.633 2.810 -0.31
C -1.534 0.475 3.064 0.12
O -1.018 -0.514 2.319 -0.41
C -0.414 -3.517 -0.723 -0.25
C 1.113 -3.662 -0.875 -0.23
N -0.339 -0.636 -1.749 -0.51
C -1.218 0.318 -1.375 0.38
C -0.664 1.123 -0.391 -0.10
C -1.388 2.181 0.237 0.66
O -0.990 2.913 1.129 -0.64
N -2.671 2.290 -0.295 -0.46
C -3.544 3.309 0.263 -0.42
C -3.250 1.509 -1.292 0.80
O -4.386 1.717 -1.656 -0.63
N -2.471 0.521 -1.849 -0.41
C -3.036 -0.382 -2.830 -0.42
H 5.510 3.173 -1.249 0.22
H 6.234 1.567 -1.085 0.22
H 4.659 1.751 -1.856 0.20
H 5.339 2.298 1.087 0.19
H 4.415 0.904 0.489 0.15
H 1.698 3.226 -0.256 0.21
H 2.544 1.946 -1.158 0.16
H 2.290 0.544 1.056 0.20
H 1.059 1.751 1.494 0.25
H 2.817 -0.790 -0.720 0.20
H 2.087 -1.616 -2.107 0.23
H 2.402 -3.018 1.662 0.19
H 1.720 -1.403 1.426 0.19
H -0.087 -2.492 2.460 0.24
H 0.299 -4.055 1.728 0.19
H -4.134 -0.499 1.364 0.25
H -3.520 1.348 3.259 0.24
H -0.865 0.993 3.722 0.21
H -0.840 -2.960 -1.559 0.25
H -0.889 -4.505 -0.680 0.19
H 1.454 -4.574 -0.373 0.19
H 1.365 -3.747 -1.932 0.21
H -4.432 2.841 0.687 0.21
H -3.856 3.997 -0.522 0.22
H -2.983 3.835 1.032 0.24
H -3.976 0.045 -3.173 0.24
H -3.212 -1.350 -2.360 0.24
H -2.335 -0.495 -3.654 0.21
```

The charge is 0. The calculation puts the energy at -1521.8075 hartree. Its HOMO energy is -8.08 eV. The structure (SMILES) is CCOCCn1c(CN2CCN(C(=O)c3ccco3)CC2)nc2c1c(=O)n(C)c(=O)n2C. Its energy above the lowest of the compared OMol25 structures with the same formula, charge and spin is 0.263 eV.


No. 4
Here is the ion C21H28NO2 with charge +1 from OMol25. Energies are from ωB97M-V/def2-TZVPD.

XYZ file:
```
52
Properties=species:S:1:pos:R:3:nbo_charge:R:1
C -4.951 -2.840 0.535 -0.21
C -5.085 -2.550 -0.812 -0.20
C -5.075 -1.236 -1.244 -0.25
C -4.940 -0.199 -0.329 0.02
C -4.955 1.235 -0.799 -0.11
O -4.198 2.117 0.013 -0.48
C -2.861 1.981 0.073 0.32
C -2.116 1.017 -0.604 -0.29
C -0.739 0.988 -0.473 -0.25
C -0.096 1.906 0.339 0.30
O 1.300 1.829 0.490 -0.59
C 2.033 2.859 -0.177 -0.07
C 3.525 2.574 -0.010 -0.44
C 3.926 1.256 -0.668 -0.22
N 3.220 0.139 0.006 -0.55
C 3.111 -1.145 -0.739 -0.05
C 4.444 -1.883 -0.740 -0.43
C 4.544 -2.488 0.667 -0.42
C 3.090 -2.682 1.142 -0.42
C 2.198 -2.090 0.039 -0.43
C -0.827 2.868 1.024 -0.26
C -2.195 2.903 0.890 -0.22
C -4.812 -0.495 1.021 -0.24
C -4.813 -1.810 1.450 -0.20
H -4.959 -3.866 0.871 0.22
H -5.199 -3.349 -1.530 0.22
H -5.182 -1.011 -2.296 0.21
H -4.625 1.302 -1.844 0.18
H -5.975 1.631 -0.738 0.22
H -2.596 0.281 -1.227 0.24
H -0.170 0.239 -1.005 0.21
H 1.784 3.833 0.255 0.21
H 1.759 2.876 -1.240 0.19
H 4.088 3.388 -0.465 0.25
H 3.768 2.551 1.054 0.22
H 5.006 1.110 -0.616 0.23
H 3.627 1.261 -1.719 0.22
H 3.664 -0.063 0.906 0.42
H 2.258 0.539 0.221 0.48
H 2.740 -0.918 -1.740 0.23
H 5.291 -1.245 -0.986 0.22
H 4.400 -2.675 -1.486 0.24
H 5.087 -3.429 0.646 0.24
H 5.090 -1.825 1.339 0.20
H 2.862 -3.734 1.294 0.24
H 2.919 -2.180 2.095 0.21
H 1.857 -2.876 -0.632 0.24
H 1.316 -1.590 0.439 0.22
H -0.322 3.576 1.663 0.23
H -2.783 3.640 1.412 0.24
H -4.715 0.310 1.735 0.22
H -4.715 -2.030 2.503 0.22
```

The charge is +1. The calculation puts the energy at -1022.0173 hartree. Its HOMO energy is -11.03 eV. The structure (SMILES) is c1ccc(COc2ccc(OCCC[NH2+]C3CCCC3)cc2)cc1. Its energy above the lowest of the compared OMol25 structures with the same formula, charge and spin is 0.987 eV.


Please write out number 4 again, unchanged.
Here is the ion C21H28NO2 with charge +1 from OMol25. Energies are from ωB97M-V/def2-TZVPD.

XYZ file:
```
52
Properties=species:S:1:pos:R:3:nbo_charge:R:1
C -4.951 -2.840 0.535 -0.21
C -5.085 -2.550 -0.812 -0.20
C -5.075 -1.236 -1.244 -0.25
C -4.940 -0.199 -0.329 0.02
C -4.955 1.235 -0.799 -0.11
O -4.198 2.117 0.013 -0.48
C -2.861 1.981 0.073 0.32
C -2.116 1.017 -0.604 -0.29
C -0.739 0.988 -0.473 -0.25
C -0.096 1.906 0.339 0.30
O 1.300 1.829 0.490 -0.59
C 2.033 2.859 -0.177 -0.07
C 3.525 2.574 -0.010 -0.44
C 3.926 1.256 -0.668 -0.22
N 3.220 0.139 0.006 -0.55
C 3.111 -1.145 -0.739 -0.05
C 4.444 -1.883 -0.740 -0.43
C 4.544 -2.488 0.667 -0.42
C 3.090 -2.682 1.142 -0.42
C 2.198 -2.090 0.039 -0.43
C -0.827 2.868 1.024 -0.26
C -2.195 2.903 0.890 -0.22
C -4.812 -0.495 1.021 -0.24
C -4.813 -1.810 1.450 -0.20
H -4.959 -3.866 0.871 0.22
H -5.199 -3.349 -1.530 0.22
H -5.182 -1.011 -2.296 0.21
H -4.625 1.302 -1.844 0.18
H -5.975 1.631 -0.738 0.22
H -2.596 0.281 -1.227 0.24
H -0.170 0.239 -1.005 0.21
H 1.784 3.833 0.255 0.21
H 1.759 2.876 -1.240 0.19
H 4.088 3.388 -0.465 0.25
H 3.768 2.551 1.054 0.22
H 5.006 1.110 -0.616 0.23
H 3.627 1.261 -1.719 0.22
H 3.664 -0.063 0.906 0.42
H 2.258 0.539 0.221 0.48
H 2.740 -0.918 -1.740 0.23
H 5.291 -1.245 -0.986 0.22
H 4.400 -2.675 -1.486 0.24
H 5.087 -3.429 0.646 0.24
H 5.090 -1.825 1.339 0.20
H 2.862 -3.734 1.294 0.24
H 2.919 -2.180 2.095 0.21
H 1.857 -2.876 -0.632 0.24
H 1.316 -1.590 0.439 0.22
H -0.322 3.576 1.663 0.23
H -2.783 3.640 1.412 0.24
H -4.715 0.310 1.735 0.22
H -4.715 -2.030 2.503 0.22
```

The charge is +1. The calculation puts the energy at -1022.0173 hartree. Its HOMO energy is -11.03 eV. The structure (SMILES) is c1ccc(COc2ccc(OCCC[NH2+]C3CCCC3)cc2)cc1. Its energy above the lowest of the compared OMol25 structures with the same formula, charge and spin is 0.987 eV.


Please write out number 3 again, unchanged.
Here is an isolated molecule of C21H28N6O5 from OMol25. Energies are from ωB97M-V/def2-TZVPD.

XYZ file:
```
60
Properties=species:S:1:pos:R:3:nbo_charge:R:1
C 5.302 2.124 -1.062 -0.64
C 4.647 1.963 0.309 -0.06
O 3.502 2.774 0.487 -0.53
C 2.331 2.342 -0.155 -0.07
C 1.576 1.269 0.662 -0.25
N 0.595 0.609 -0.156 -0.31
C 0.733 -0.446 -1.000 0.39
C 1.934 -1.339 -1.062 -0.25
N 1.872 -2.574 -0.301 -0.44
C 1.631 -2.447 1.129 -0.22
C 0.243 -2.975 1.544 -0.24
N -0.702 -2.759 0.481 -0.43
C -1.841 -2.030 0.514 0.65
O -2.702 -2.165 -0.346 -0.64
C -2.027 -1.013 1.560 0.14
C -3.185 -0.325 1.826 -0.24
C -2.862 0.633 2.810 -0.31
C -1.534 0.475 3.064 0.12
O -1.018 -0.514 2.319 -0.41
C -0.414 -3.517 -0.723 -0.25
C 1.113 -3.662 -0.875 -0.23
N -0.339 -0.636 -1.749 -0.51
C -1.218 0.318 -1.375 0.38
C -0.664 1.123 -0.391 -0.10
C -1.388 2.181 0.237 0.66
O -0.990 2.913 1.129 -0.64
N -2.671 2.290 -0.295 -0.46
C -3.544 3.309 0.263 -0.42
C -3.250 1.509 -1.292 0.80
O -4.386 1.717 -1.656 -0.63
N -2.471 0.521 -1.849 -0.41
C -3.036 -0.382 -2.830 -0.42
H 5.510 3.173 -1.249 0.22
H 6.234 1.567 -1.085 0.22
H 4.659 1.751 -1.856 0.20
H 5.339 2.298 1.087 0.19
H 4.415 0.904 0.489 0.15
H 1.698 3.226 -0.256 0.21
H 2.544 1.946 -1.158 0.16
H 2.290 0.544 1.056 0.20
H 1.059 1.751 1.494 0.25
H 2.817 -0.790 -0.720 0.20
H 2.087 -1.616 -2.107 0.23
H 2.402 -3.018 1.662 0.19
H 1.720 -1.403 1.426 0.19
H -0.087 -2.492 2.460 0.24
H 0.299 -4.055 1.728 0.19
H -4.134 -0.499 1.364 0.25
H -3.520 1.348 3.259 0.24
H -0.865 0.993 3.722 0.21
H -0.840 -2.960 -1.559 0.25
H -0.889 -4.505 -0.680 0.19
H 1.454 -4.574 -0.373 0.19
H 1.365 -3.747 -1.932 0.21
H -4.432 2.841 0.687 0.21
H -3.856 3.997 -0.522 0.22
H -2.983 3.835 1.032 0.24
H -3.976 0.045 -3.173 0.24
H -3.212 -1.350 -2.360 0.24
H -2.335 -0.495 -3.654 0.21
```

The charge is 0. The calculation puts the energy at -1521.8075 hartree. Its HOMO energy is -8.08 eV. The structure (SMILES) is CCOCCn1c(CN2CCN(C(=O)c3ccco3)CC2)nc2c1c(=O)n(C)c(=O)n2C. Its energy above the lowest of the compared OMol25 structures with the same formula, charge and spin is 0.263 eV.


Please write out number 2 again, unchanged.
Here is an isolated molecule of C21H28N4OS from OMol25. Energies are from ωB97M-V/def2-TZVPD.

XYZ file:
```
55
Properties=species:S:1:pos:R:3:nbo_charge:R:1
C -7.533 -0.802 1.203 -0.62
C -6.139 -0.501 0.743 -0.04
C -5.812 0.725 0.181 -0.20
C -4.528 1.004 -0.252 -0.24
C -3.527 0.048 -0.118 0.22
N -2.215 0.224 -0.552 -0.66
C -1.497 1.362 -0.723 0.31
S -1.986 2.871 -0.252 -0.25
N -0.276 1.173 -1.309 -0.45
C 0.730 2.215 -1.232 -0.21
C 1.232 2.452 0.199 -0.44
C 1.744 1.200 0.916 -0.21
N 3.195 1.112 0.976 -0.44
C 3.823 0.979 -0.327 -0.26
C 5.341 0.929 -0.158 -0.07
O 5.734 -0.144 0.664 -0.53
C 5.128 -0.027 1.930 -0.07
C 3.605 0.000 1.817 -0.25
C -0.052 0.055 -2.208 -0.25
C 0.580 -1.140 -1.534 0.22
C 1.828 -1.626 -1.908 -0.25
C 2.366 -2.696 -1.209 -0.15
C 1.640 -3.246 -0.164 -0.26
C 0.393 -2.711 0.118 0.06
N -0.120 -1.693 -0.548 -0.47
C -3.853 -1.195 0.427 -0.26
C -5.137 -1.460 0.852 -0.19
H -8.020 -1.487 0.508 0.22
H -8.127 0.106 1.261 0.21
H -7.520 -1.277 2.183 0.21
H -6.574 1.483 0.076 0.21
H -4.306 1.964 -0.685 0.24
H -1.651 -0.631 -0.525 0.44
H 1.554 1.927 -1.886 0.19
H 0.301 3.156 -1.600 0.23
H 0.401 2.867 0.770 0.25
H 2.021 3.204 0.177 0.22
H 1.310 0.299 0.450 0.16
H 1.400 1.223 1.953 0.20
H 3.567 1.844 -0.939 0.20
H 3.487 0.059 -0.840 0.17
H 5.832 0.775 -1.121 0.19
H 5.683 1.878 0.281 0.17
H 5.457 -0.890 2.511 0.19
H 5.467 0.898 2.420 0.17
H 3.171 0.130 2.810 0.21
H 3.255 -0.966 1.404 0.16
H 0.588 0.391 -3.028 0.21
H -1.016 -0.249 -2.633 0.23
H 2.365 -1.176 -2.729 0.22
H 3.339 -3.085 -1.468 0.23
H 2.028 -4.071 0.413 0.23
H -0.225 -3.106 0.914 0.20
H -3.084 -1.950 0.516 0.21
H -5.370 -2.426 1.277 0.21
```

The charge is 0. The calculation puts the energy at -1509.4659 hartree. Its HOMO energy is -7.68 eV. The structure (SMILES) is Cc1ccc(NC(=S)N(CCCN2CCOCC2)Cc2ccccn2)cc1. Its energy above the lowest of the compared OMol25 structures with the same formula, charge and spin is 1.228 eV.